12
Properties=species:S:1:pos:R:3:forces:R:3 method="wB97M-V/def2-TZVPD" homo_energy_ev=-9.793 smiles=S.S.S.S orbital_gap_ev=10.35 e_lumo_ha=0.021
S 4.971 -0.528 -4.641 0.05 -0.45 0.30
H 4.168 0.454 -4.295 -0.65 0.26 0.72
H 5.227 0.253 -5.658 0.60 0.18 -1.02
H -4.068 0.318 -1.159 1.40 1.66 -1.38
S -3.304 1.206 -2.048 -2.48 -3.53 -1.23
H -2.865 1.935 -1.145 1.09 1.86 2.63
S 1.464 2.390 6.308 1.26 1.85 -1.64
H 2.303 3.478 5.762 -1.50 -1.95 1.01
H 0.952 2.134 5.067 0.24 0.10 0.63
S -3.063 -3.237 0.511 -0.29 0.01 0.04
H -2.522 -2.803 -0.619 0.38 0.10 -0.25
H -4.273 -3.056 -0.035 -0.09 -0.09 0.20

=====

143
Properties=species:S:1:pos:R:3:forces:R:3 method="wB97M-V/def2-TZVPD" homo_energy_ev=-5.912 orbital_gap_ev=8.22 total_charge=-1 e_lumo_ha=0.085
Cl -0.056 0.593 -0.064 1.62 -0.36 0.00
O 0.322 1.965 0.167 -0.60 0.20 0.06
O -1.204 0.506 -0.937 -0.27 0.14 0.13
O 1.079 -0.063 -0.698 -0.39 -0.20 -0.20
O -0.314 -0.074 1.191 -0.47 0.16 -0.03
C 6.770 -3.748 -1.067 -0.08 -0.77 0.10
C 5.878 -3.828 0.165 0.04 0.30 -0.15
N 5.188 -2.585 0.461 -0.05 0.17 0.53
C 4.622 -2.627 1.830 0.33 0.66 -1.00
C 3.702 -1.446 2.105 -0.20 -0.54 0.69
C 4.259 -2.168 -0.569 0.02 -0.41 -0.96
C 3.216 -3.204 -1.018 -0.19 0.39 -0.30
H 6.173 -3.596 -1.966 0.12 0.31 -0.04
H 7.242 -4.729 -1.203 0.07 0.11 0.03
H 7.563 -3.010 -0.966 -0.14 0.22 -0.08
H 5.173 -4.666 0.014 0.02 0.01 0.17
H 6.485 -4.063 1.043 0.01 -0.08 -0.03
H 4.143 -3.602 1.984 -0.12 0.08 0.33
H 5.475 -2.499 2.502 -0.03 -0.45 0.11
H 4.213 -0.501 1.926 -0.09 0.06 -0.12
H 2.752 -1.489 1.571 0.09 0.10 -0.19
H 3.440 -1.491 3.169 0.02 0.17 -0.04
H 4.837 -1.894 -1.457 0.09 -0.01 0.10
H 3.736 -1.254 -0.305 0.10 0.00 0.33
H 2.515 -2.701 -1.692 -0.09 0.02 0.18
H 2.658 -3.598 -0.170 -0.02 -0.07 -0.03
H 3.622 -4.022 -1.618 0.19 -0.10 0.28
C -2.405 -3.625 3.410 -0.10 -0.13 -0.37
C -1.697 -3.081 2.182 0.52 0.59 0.07
N -0.621 -3.971 1.711 -0.25 0.23 -0.11
C 0.567 -3.754 2.529 0.11 0.07 0.46
C 1.633 -4.829 2.388 -0.37 -0.10 -0.35
C -0.322 -3.701 0.306 0.14 -0.57 -0.33
C -1.451 -4.139 -0.619 -0.42 0.30 0.10
H -3.207 -2.951 3.715 0.03 0.00 0.08
H -1.722 -3.766 4.245 -0.02 0.05 0.07
H -2.835 -4.596 3.156 -0.05 0.00 0.13
H -2.410 -2.883 1.382 -0.10 -0.37 -0.02
H -1.266 -2.079 2.365 -0.09 -0.13 0.21
H 0.270 -3.749 3.582 -0.14 0.01 -0.09
H 0.990 -2.749 2.352 0.02 -0.11 -0.15
H 1.201 -5.816 2.574 0.00 0.05 0.18
H 2.435 -4.633 3.097 0.12 -0.09 -0.05
H 2.031 -4.867 1.375 0.23 0.07 0.10
H -0.035 -2.650 0.134 -0.13 0.02 0.03
H 0.541 -4.303 0.014 0.08 0.06 0.21
H -2.278 -3.425 -0.592 0.00 -0.02 -0.18
H -1.113 -4.231 -1.652 0.04 0.09 0.00
H -1.872 -5.099 -0.313 0.20 -0.07 0.08
C -4.202 -0.158 1.412 0.50 -0.58 -0.37
C -4.651 -0.617 0.022 -0.28 0.33 0.39
N -6.072 -0.371 -0.228 0.30 -0.02 -0.12
C -6.893 -1.255 0.577 -0.29 -0.26 0.02
C -8.376 -1.150 0.272 -0.24 0.28 0.10
C -6.361 -0.394 -1.655 -0.61 0.11 -0.14
C -6.070 -1.703 -2.390 0.38 0.01 -0.05
H -4.606 0.822 1.662 0.04 0.02 0.03
H -3.107 -0.141 1.391 -0.05 0.29 0.12
H -4.448 -0.890 2.185 -0.26 0.14 0.04
H -4.092 -0.060 -0.733 0.10 -0.08 0.01
H -4.416 -1.691 -0.079 0.11 0.06 -0.16
H -6.615 -2.320 0.452 0.18 0.08 0.04
H -6.720 -1.015 1.626 0.07 0.04 0.01
H -8.978 -1.576 1.076 0.12 -0.23 -0.05
H -8.698 -0.108 0.193 0.13 0.02 -0.10
H -8.614 -1.662 -0.660 -0.16 0.02 0.02
H -5.830 0.439 -2.123 0.25 -0.13 0.04
H -7.412 -0.132 -1.811 0.02 -0.09 0.20
H -6.341 -2.586 -1.808 -0.15 0.06 0.05
H -5.002 -1.788 -2.602 -0.03 -0.08 -0.06
H -6.611 -1.743 -3.337 0.04 0.01 -0.02
C -0.497 3.311 -2.947 0.17 -0.18 -0.08
O -1.207 4.296 -2.872 -0.17 0.16 -0.06
N 0.083 2.835 -4.075 -0.14 -0.34 0.05
C 1.014 1.735 -3.959 0.61 -0.30 -0.09
C -0.045 3.482 -5.358 0.05 0.40 0.30
H -0.236 2.679 -2.087 -0.14 0.15 0.15
H 1.056 1.139 -4.872 -0.22 0.09 -0.04
H 0.755 1.052 -3.150 -0.16 0.16 0.09
H 2.040 2.072 -3.774 -0.08 0.15 0.00
H -0.736 4.317 -5.260 -0.04 -0.04 0.04
H 0.927 3.884 -5.664 -0.04 -0.08 -0.18
H -0.422 2.791 -6.114 0.09 -0.07 -0.03
C 0.331 -1.645 -3.688 0.05 -0.27 0.05
O 1.313 -1.551 -4.406 -0.05 0.09 0.08
N -0.926 -1.293 -4.035 0.27 0.03 0.09
C -2.038 -1.472 -3.140 -0.55 0.33 -0.19
C -1.182 -0.694 -5.317 -0.20 0.23 0.01
H 0.383 -2.063 -2.669 0.01 0.10 0.01
H -2.629 -0.550 -3.082 0.20 0.05 0.07
H -1.687 -1.685 -2.138 -0.01 -0.18 0.07
H -2.728 -2.237 -3.518 0.19 -0.18 0.16
H -0.239 -0.630 -5.850 -0.06 -0.08 -0.16
H -1.921 -1.280 -5.872 0.12 -0.05 -0.10
H -1.595 0.312 -5.183 0.05 -0.01 0.00
C 2.449 1.592 3.006 0.08 -0.62 -0.35
O 3.524 2.061 2.718 0.11 0.11 0.47
N 1.759 1.795 4.159 0.21 0.06 -0.01
C 0.563 1.063 4.455 -0.72 -0.05 0.16
C 2.306 2.607 5.217 -0.27 0.01 0.09
H 1.936 0.882 2.331 -0.16 0.15 0.07
H 0.682 0.388 5.314 0.19 0.08 -0.02
H 0.245 0.457 3.607 0.14 0.10 -0.14
H -0.257 1.753 4.687 0.03 -0.07 -0.04
H 2.545 1.978 6.083 0.12 0.08 0.00
H 3.193 3.121 4.861 0.08 -0.06 -0.05
H 1.559 3.341 5.537 0.07 0.02 0.00
C 2.377 4.723 0.932 -0.40 -0.73 0.18
O 3.482 4.494 1.354 0.20 0.71 -0.11
N 1.374 5.319 1.644 0.17 0.01 -0.22
C 0.054 5.493 1.093 0.00 -0.25 0.20
C 1.604 5.689 3.010 -0.02 -0.08 0.52
H 2.015 4.351 -0.046 0.13 0.20 -0.06
H -0.121 6.532 0.798 -0.15 -0.04 -0.09
H -0.675 5.198 1.853 -0.05 0.12 -0.04
H -0.088 4.813 0.252 0.04 0.19 -0.15
H 0.779 5.326 3.634 0.00 0.05 -0.07
H 2.519 5.207 3.351 0.06 0.05 -0.09
H 1.700 6.770 3.166 -0.03 0.00 -0.13
C 4.185 1.512 -0.854 0.02 -0.15 -0.65
O 4.647 2.240 -0.015 0.19 -0.12 -0.11
N 4.798 1.192 -2.047 -0.01 0.17 0.56
C 6.080 1.727 -2.404 0.38 -0.36 -0.08
C 4.174 0.352 -3.011 -0.62 -0.13 -0.82
H 3.196 1.023 -0.807 -0.02 0.11 0.30
H 6.014 2.232 -3.374 0.06 0.20 0.12
H 6.814 0.917 -2.519 -0.06 0.03 0.00
H 6.442 2.385 -1.620 -0.16 0.18 -0.02
H 4.718 -0.577 -3.212 0.12 0.05 0.10
H 3.156 0.083 -2.727 0.09 -0.04 0.25
H 4.076 0.882 -3.972 0.11 -0.11 0.07
C -2.399 3.033 2.340 -0.27 0.07 -0.09
O -2.098 3.354 3.480 0.12 -0.14 -0.18
N -3.241 3.757 1.565 0.04 -0.17 -0.18
C -3.535 3.454 0.185 -0.58 0.41 -1.03
C -3.702 5.028 2.066 -0.06 0.34 0.41
H -2.047 2.130 1.826 0.18 -0.12 0.14
H -3.225 4.285 -0.459 0.23 -0.12 0.06
H -4.615 3.361 0.005 -0.01 0.00 0.38
H -3.112 2.547 -0.245 0.49 -0.07 0.63
H -3.991 4.918 3.110 0.04 0.05 -0.01
H -2.920 5.795 2.017 0.03 -0.08 0.00
H -4.555 5.404 1.504 -0.04 -0.26 -0.15